P:
97
Properties=species:S:1:pos:R:3 method="wB97M-V/def2-TZVPD" charge=+1
Pb 1.876 -0.523 0.345
C 0.480 -2.789 -1.944
O 0.322 -1.396 -1.622
C 0.136 -0.533 -2.701
C -0.870 -0.765 -3.629
C -1.026 0.081 -4.712
C -0.168 1.168 -4.854
C 0.806 1.417 -3.905
C 0.966 0.581 -2.798
N 1.905 0.814 -1.743
N 2.585 1.874 -1.913
C 3.574 2.309 -1.117
C 4.282 1.536 -0.139
O 3.978 0.342 0.212
C 5.448 2.118 0.474
C 5.853 3.367 0.180
C 5.167 4.187 -0.777
C 5.618 5.487 -1.059
C 4.967 6.271 -1.979
C 3.838 5.760 -2.630
C 3.380 4.491 -2.357
C 4.040 3.668 -1.430
H -0.110 -3.064 -2.813
H 1.527 -3.012 -2.147
H 0.151 -3.362 -1.079
H -1.532 -1.612 -3.498
H -1.804 -0.110 -5.440
H -0.267 1.833 -5.703
H 1.470 2.264 -4.005
H 5.959 1.505 1.205
H 6.721 3.783 0.682
H 6.490 5.862 -0.535
H 5.317 7.272 -2.194
H 3.314 6.372 -3.354
H 2.495 4.120 -2.854
O -0.021 1.713 3.905
Cl 1.106 1.410 3.072
O 2.217 2.269 3.314
O 0.684 1.562 1.642
O 1.486 0.011 3.218
N 1.757 -4.161 1.742
C 2.781 -3.986 0.808
C 3.636 -5.089 0.648
C 4.683 -5.010 -0.234
C 4.887 -3.833 -0.955
C 4.020 -2.798 -0.732
N 2.979 -2.861 0.126
C 0.551 -3.552 2.118
C -0.223 -4.263 3.047
C -1.394 -3.694 3.494
C -1.774 -2.443 3.019
C -0.959 -1.845 2.079
N 0.171 -2.383 1.636
H 1.875 -5.032 2.231
H 3.466 -5.992 1.221
H 5.344 -5.857 -0.361
H 5.705 -3.724 -1.652
H 4.153 -1.843 -1.232
H 0.106 -5.224 3.420
H -2.004 -4.209 4.225
H -2.666 -1.951 3.376
H -0.472 0.055 1.340
N -1.257 -0.586 1.483
P -2.748 -0.022 1.065
C -3.822 -1.429 0.890
C -4.999 -1.541 1.620
C -5.805 -2.659 1.444
C -5.433 -3.648 0.546
C -4.258 -3.528 -0.191
C -3.450 -2.418 -0.025
C -3.355 1.096 2.308
C -4.466 1.896 2.026
C -4.958 2.745 3.003
C -4.335 2.811 4.244
C -3.216 2.037 4.513
C -2.721 1.174 3.546
C -2.684 0.845 -0.492
C -3.674 0.614 -1.448
C -3.674 1.351 -2.625
C -2.691 2.306 -2.844
C -1.709 2.538 -1.890
C -1.706 1.820 -0.704
H -5.282 -0.768 2.324
H -6.723 -2.755 2.009
H -6.063 -4.518 0.415
H -3.980 -4.301 -0.896
H -2.535 -2.306 -0.599
H -4.935 1.862 1.050
H -5.815 3.371 2.790
H -4.713 3.488 4.999
H -2.715 2.117 5.469
H -1.814 0.613 3.735
H -4.431 -0.143 -1.284
H -4.433 1.168 -3.373
H -2.693 2.877 -3.764
H -0.943 3.282 -2.063
H -0.943 2.024 0.037

=====

Q:
97
Properties=species:S:1:pos:R:3 method="wB97M-V/def2-TZVPD" charge=+1
Pb -0.051 -1.545 -0.194
C 0.179 -3.761 2.711
O -0.671 -2.730 2.241
C -1.499 -2.106 3.096
C -1.632 -2.438 4.442
C -2.588 -1.831 5.235
C -3.453 -0.882 4.700
C -3.326 -0.517 3.382
C -2.334 -1.088 2.562
N -2.182 -0.691 1.270
N -2.849 0.215 0.746
C -3.221 0.387 -0.484
C -3.104 -0.775 -1.384
O -2.562 -1.809 -0.973
C -3.650 -0.611 -2.702
C -4.200 0.555 -3.109
C -4.311 1.694 -2.253
C -4.919 2.881 -2.681
C -5.055 3.948 -1.822
C -4.579 3.858 -0.515
C -3.964 2.706 -0.075
C -3.825 1.609 -0.931
H -0.411 -4.583 3.129
H 0.732 -4.112 1.841
H 0.891 -3.380 3.447
H -0.991 -3.186 4.878
H -2.668 -2.104 6.276
H -4.209 -0.423 5.319
H -3.973 0.236 2.952
H -3.592 -1.471 -3.351
H -4.579 0.644 -4.116
H -5.286 2.943 -3.695
H -5.537 4.853 -2.158
H -4.697 4.696 0.155
H -3.588 2.625 0.934
O 3.219 -0.484 -0.042
Cl 2.910 -1.679 0.650
O 4.045 -2.218 1.265
O 2.355 -2.620 -0.293
O 1.891 -1.427 1.631
N 1.199 -3.860 -2.717
C 1.023 -2.620 -3.275
C 1.538 -2.436 -4.573
C 1.334 -1.244 -5.225
C 0.613 -0.243 -4.576
C 0.162 -0.493 -3.299
N 0.361 -1.644 -2.651
C 0.458 -4.546 -1.788
C 0.642 -5.935 -1.690
C -0.208 -6.664 -0.891
C -1.232 -6.008 -0.212
C -1.305 -4.637 -0.327
N -0.472 -3.926 -1.076
H 1.881 -4.433 -3.197
H 2.069 -3.245 -5.051
H 1.708 -1.094 -6.227
H 0.427 0.708 -5.047
H -0.389 0.254 -2.746
H 1.426 -6.413 -2.256
H -0.096 -7.734 -0.810
H -1.947 -6.554 0.381
H -2.065 -4.058 0.174
N 0.492 0.654 -0.255
P 1.626 1.594 0.266
C 2.960 1.984 -0.923
C 2.899 1.348 -2.154
C 3.897 1.548 -3.089
C 4.957 2.390 -2.794
C 5.009 3.041 -1.573
C 4.010 2.845 -0.636
C 0.861 3.249 0.557
C 1.560 4.223 1.257
C 0.998 5.471 1.448
C -0.270 5.743 0.961
C -0.978 4.763 0.285
C -0.412 3.515 0.078
C 2.307 1.350 1.954
C 1.361 1.353 2.973
C 1.764 1.224 4.289
C 3.113 1.093 4.584
C 4.052 1.084 3.567
C 3.654 1.212 2.247
H 2.076 0.679 -2.349
H 3.858 1.040 -4.042
H 5.745 2.540 -3.517
H 5.838 3.698 -1.349
H 4.068 3.358 0.312
H 2.533 4.007 1.676
H 1.554 6.228 1.979
H -0.706 6.720 1.114
H -1.970 4.970 -0.087
H -0.951 2.736 -0.440
H 0.313 1.445 2.719
H 1.030 1.222 5.083
H 3.430 0.985 5.610
H 5.100 0.961 3.797
H 4.380 1.174 1.450

=====

R:
97
Properties=species:S:1:pos:R:3 method="wB97M-V/def2-TZVPD" charge=+1
Pb 0.035 -0.632 -0.011
C 2.435 -0.148 -2.512
O 1.274 0.639 -2.201
C 1.053 1.843 -2.749
C 1.903 2.486 -3.649
C 1.600 3.756 -4.105
C 0.457 4.430 -3.676
C -0.397 3.801 -2.802
C -0.130 2.501 -2.347
N -0.970 1.817 -1.459
N -2.068 2.401 -1.211
C -2.749 2.320 -0.089
C -2.127 1.873 1.166
O -0.989 1.393 1.194
C -2.932 1.963 2.375
C -4.208 2.374 2.330
C -4.864 2.767 1.096
C -6.202 3.165 1.097
C -6.819 3.553 -0.077
C -6.098 3.553 -1.270
C -4.772 3.165 -1.287
C -4.141 2.761 -0.107
H 3.073 -0.166 -1.630
H 2.992 0.242 -3.356
H 2.084 -1.150 -2.740
H 2.805 2.010 -3.997
H 2.272 4.232 -4.808
H 0.243 5.429 -4.029
H -1.295 4.291 -2.456
H -2.451 1.653 3.294
H -4.795 2.409 3.241
H -6.751 3.167 2.031
H -7.855 3.864 -0.068
H -6.577 3.863 -2.189
H -4.214 3.168 -2.212
O 1.171 -4.346 -2.151
Cl 0.349 -3.551 -1.309
O -0.690 -4.306 -0.687
O -0.231 -2.435 -2.063
O 1.182 -2.922 -0.256
N -3.221 -1.360 1.886
C -2.147 -2.094 2.396
C -2.434 -3.028 3.397
C -1.401 -3.719 3.987
C -0.096 -3.479 3.571
C 0.098 -2.554 2.575
N -0.900 -1.860 1.999
C -3.515 -0.938 0.594
C -4.825 -0.507 0.337
C -5.151 -0.114 -0.939
C -4.184 -0.167 -1.943
C -2.923 -0.587 -1.594
N -2.580 -0.940 -0.344
H -4.047 -1.459 2.451
H -3.461 -3.211 3.684
H -1.611 -4.455 4.752
H 0.745 -4.007 3.997
H 1.094 -2.344 2.202
H -5.561 -0.493 1.131
H -6.155 0.227 -1.159
H -4.408 0.113 -2.962
H -2.127 -0.655 -2.327
N 2.096 0.334 1.058
P 3.161 1.457 1.505
C 2.238 2.956 1.858
C 2.404 3.645 3.057
C 1.654 4.786 3.306
C 0.739 5.235 2.365
C 0.568 4.546 1.170
C 1.308 3.404 0.921
C 4.121 1.060 2.972
C 5.431 1.491 3.164
C 6.105 1.158 4.331
C 5.471 0.401 5.306
C 4.162 -0.025 5.122
C 3.489 0.299 3.955
C 4.333 1.711 0.166
C 4.244 2.799 -0.699
C 5.093 2.884 -1.793
C 6.025 1.883 -2.031
C 6.114 0.793 -1.175
C 5.270 0.705 -0.080
H 3.117 3.297 3.794
H 1.785 5.323 4.236
H 0.156 6.126 2.563
H -0.147 4.897 0.437
H 1.161 2.847 0.005
H 5.926 2.093 2.411
H 7.125 1.488 4.475
H 6.001 0.139 6.213
H 3.670 -0.613 5.885
H 2.475 -0.049 3.793
H 3.532 3.594 -0.515
H 5.027 3.737 -2.456
H 6.689 1.956 -2.883
H 6.843 0.015 -1.357
H 5.339 -0.150 0.583

=====

Quick one: most stable of them? P

=====

P:
6
Properties=species:S:1:pos:R:3 method="wB97M-V/def2-TZVPD" charge=-1
O 1.181 -0.168 -1.135
O 2.849 0.390 0.592
O -2.387 -0.674 -0.879
O -1.669 0.739 0.965
P 1.454 0.107 0.320
S -1.428 -0.392 0.137

=====

Q:
6
Properties=species:S:1:pos:R:3 method="wB97M-V/def2-TZVPD" charge=-1
O -2.642 0.542 0.948
O 1.566 0.563 -1.363
O -1.061 -1.004 -0.305
O 2.428 -0.819 0.559
P -1.611 0.546 -0.144
S 1.321 0.172 0.304

=====

Quick one: most stable of them? P

=====

P:
18
Properties=species:S:1:pos:R:3 method="wB97M-V/def2-TZVPD"
N -0.769 1.345 2.067
C -0.659 0.785 0.965
C 0.165 -0.247 0.287
C 1.643 0.116 0.137
C 2.380 -0.871 -0.710
N 3.132 -1.833 -0.205
N 3.535 -2.513 -1.290
C 3.068 -1.932 -2.401
N 2.352 -0.871 -2.073
H 0.063 -1.178 0.866
H -0.279 -0.427 -0.705
H 1.727 1.113 -0.318
H 2.123 0.160 1.122
H 4.115 -3.338 -1.202
H 3.232 -2.334 -3.397
O -1.397 2.003 0.054
H -1.619 1.541 -0.769
H -1.352 2.370 1.607

=====

Q:
18
Properties=species:S:1:pos:R:3 method="wB97M-V/def2-TZVPD" smiles="Cc1cc(C(=O)NN)[nH]n1"
C 3.390 0.168 0.040
C 1.934 0.053 -0.082
C 0.941 1.040 -0.158
C -0.208 0.319 0.024
C -1.611 0.827 0.026
H 3.670 0.603 1.007
H 3.953 -0.717 -0.105
H 3.700 1.037 -0.627
H 0.975 2.119 -0.073
H -0.564 -1.716 -0.081
H -3.506 0.730 0.258
H -3.311 -1.685 0.749
H -3.492 -1.511 -0.828
N 0.118 -0.980 -0.009
N 1.414 -1.153 -0.046
N -2.762 0.083 0.034
N -2.874 -1.263 -0.085
O -1.768 2.047 -0.045

=====

Quick one: most stable of them? Q

=====

P:
DFT (the ωB97M-V functional and the def2-TZVPD basis) results for a 2-piece molecular cluster, H4NPS overall.

XYZ file:
```
7
H4NPS | the OMol25 dataset | the ωB97M-V functional and the def2-TZVPD basis
N -0.027 -1.741 -0.365
P -0.105 1.997 -0.118
S -1.227 -0.882 -1.022
H 0.133 -1.730 0.589
H 0.871 -1.689 -0.804
H -0.754 2.360 1.086
H 1.109 1.685 0.634
```

Results of the Löwdin charge analysis, in e, for atoms 1 through 2: N -0.5081; P 0.5056

=====

Q:
DFT (the ωB97M-V functional and the def2-TZVPD basis) results for a 2-piece molecular cluster, H4NPS overall.

XYZ file:
```
7
H4NPS | the OMol25 dataset | the ωB97M-V functional and the def2-TZVPD basis
N 1.332 0.068 -0.703
P -1.636 1.098 -0.038
S -2.926 -0.413 -0.279
H 1.516 0.074 0.296
H 1.276 1.027 -1.021
H 0.430 -0.373 -0.865
H -3.359 -0.661 0.988
```

Results of the Löwdin charge analysis, in e, for atoms 1 through 2: N -0.0119; P 0.1609

=====

Quick one: most stable of them? Q

=====

P:
12
Properties=species:S:1:pos:R:3 method="wB97M-V/def2-TZVPD" charge=+1 smiles="NS/[NH+]=C(/N)O"
C 1.017 0.446 0.089
N 2.086 -0.381 0.027
N -2.639 -0.530 -0.042
N -0.138 -0.140 0.236
O 0.855 1.767 0.069
S -1.674 0.765 0.082
H 1.877 -1.318 -0.200
H 2.970 -0.005 -0.320
H -2.865 -0.999 0.790
H -3.021 -0.756 -0.960
H -0.027 -1.050 0.638
H 1.559 2.201 -0.410

=====

Q:
12
Properties=species:S:1:pos:R:3 method="wB97M-V/def2-TZVPD" charge=+1
C 1.074 -0.011 0.144
N 2.038 0.690 -0.435
N 0.011 -0.414 -0.635
N -0.854 -1.150 0.066
O 1.206 -0.217 1.442
S -3.191 0.695 -0.155
H 1.992 1.071 -1.448
H 2.766 1.179 0.179
H -0.093 -0.130 -1.673
H -1.697 -1.392 -0.477
H 0.630 -0.821 1.961
H -3.883 0.500 1.032

=====

Quick one: most stable of them? P

=====

P:
24
Properties=species:S:1:pos:R:3 method="wB97M-V/def2-TZVPD" smiles="CC(C)C(=O)N1C[C@@]1(C)N"
C -1.288 -0.854 -1.150
C 0.999 0.569 1.272
C -1.206 -1.545 0.173
C -0.591 -1.569 -2.282
C 2.507 0.839 1.249
C 0.272 1.795 1.824
N -0.675 -0.118 0.110
C 0.579 0.177 -0.286
N -2.547 -0.226 -1.551
O 1.190 0.513 -1.283
H 0.858 -0.262 1.975
H -2.368 0.400 -2.336
H -2.890 0.375 -0.805
H -2.085 -1.591 0.800
H -0.431 -2.273 0.365
H -0.312 -0.866 -3.072
H 0.313 -2.091 -1.952
H -1.252 -2.318 -2.730
H 2.742 1.702 0.618
H 2.884 1.060 2.252
H 3.064 -0.019 0.858
H -0.771 1.566 2.063
H 0.705 2.116 2.778
H 0.301 2.621 1.108

=====

Q:
24
Properties=species:S:1:pos:R:3 method="wB97M-V/def2-TZVPD"
C 1.192 0.645 -1.956
C 1.636 0.381 -0.535
C 1.075 1.134 0.648
C 0.039 2.223 0.502
C 0.766 -0.333 0.474
C -0.607 -0.839 0.095
N -0.630 -2.027 -0.760
C -1.446 -1.147 1.331
N -1.593 -0.426 2.360
H 0.115 0.841 -2.039
H 1.716 1.521 -2.365
H 1.424 -0.216 -2.600
H 2.699 0.139 -0.456
H 1.798 1.341 1.442
H -0.673 2.033 -0.312
H -0.543 2.328 1.429
H 0.523 3.188 0.297
H 1.287 -1.009 1.159
H -1.169 -0.058 -0.437
H -0.608 -1.777 -1.743
H 0.178 -2.618 -0.585
O -2.479 -2.064 1.056
H -2.208 -2.439 0.182
H -2.491 -0.821 2.814

=====

R:
24
Properties=species:S:1:pos:R:3 method="wB97M-V/def2-TZVPD" smiles="CNC(=O)/N=C(/C)C(C)C"
C 0.413 0.831 -0.544
C -0.142 -2.566 -0.729
C -0.267 0.696 1.951
C 0.282 2.352 -0.758
C 1.858 0.431 -0.244
N -0.740 -1.574 0.169
C -2.054 -0.901 -0.302
C -0.594 0.408 0.514
N -1.908 0.328 0.172
O -2.900 -1.519 -0.904
H -0.920 -1.985 1.082
H 0.092 0.350 -1.473
H -0.896 -3.292 -1.044
H 0.681 -3.081 -0.232
H 0.238 -2.061 -1.617
H -0.976 0.192 2.606
H 0.754 0.427 2.215
H -0.387 1.772 2.111
H 0.918 2.661 -1.591
H 0.604 2.906 0.127
H -0.748 2.625 -0.985
H 2.267 0.995 0.597
H 1.936 -0.633 -0.012
H 2.490 0.636 -1.110

=====

Quick one: most stable of them? Q